1) A structure of composition C3H5NO3S, computed with wB97M-V/def2-TZVPD.

Atoms and positions in Å:
C: -0.8016 -0.3077 0.9880
C: 0.3943 0.4098 0.6903
C: 0.3458 1.5779 -0.1792
N: 0.9316 -0.8958 -0.6650
O: -1.5878 -0.2823 1.8917
O: -1.3502 -0.6232 -1.7177
O: -0.8901 -2.7777 -0.4936
S: -0.7124 -1.3316 -0.6061
H: 1.2974 0.3715 1.4312
H: -0.3981 1.2260 -1.0220
H: 1.3594 1.8374 -0.3599
H: -0.1749 2.3407 0.4356
H: 1.5866 -1.5450 -0.3933

The calculation puts the HOMO-LUMO gap at 9.618 eV. Its spin multiplicity is 1. For the HOMO energy, the calculation gives -10.4 eV. The LUMO energy comes out at -0.8 eV.

***

2) The molecule C3H5NO3S, computed with wB97M-V/def2-TZVPD.

Atoms and positions in Å:
O: 2.5577 -1.2473 0.4914
C: 2.3105 -0.7961 -0.5968
N: 1.3295 0.1292 -0.8675
O: 0.8798 0.8618 0.2205
C: -0.2992 0.3218 0.7201
O: -1.3539 0.6785 -0.1824
C: -2.5902 0.3063 0.1200
S: -3.0945 -0.5017 1.4353
H: 2.7978 -1.1248 -1.4970
H: 1.4142 0.7016 -1.6690
H: -0.4796 0.8022 1.7111
H: -0.2204 -0.7622 0.7890
H: -3.2518 0.6307 -0.6746

The calculation puts the HOMO-LUMO gap at 9.535 eV. The structure (SMILES) is O=CNOCOC=S. Its spin multiplicity is 1. For the HOMO energy, the calculation gives -9.2 eV. The LUMO energy comes out at 0.3 eV.

***

3) The molecule C3H5NO3S, computed with wB97M-V/def2-TZVPD.

Atoms and positions in Å:
O: 1.0245 -1.2347 -2.7007
S: 0.8835 -0.1603 -1.7445
O: 0.5463 1.1846 -2.2752
C: -0.4082 -0.5125 -0.5934
N: -0.1837 -1.3830 0.3925
C: -0.0875 -0.3917 1.4782
C: -0.5342 0.6563 0.3813
O: 0.2779 1.8129 0.4166
H: -0.0220 -2.3385 0.4291
H: 1.0223 -0.2816 1.6091
H: -0.7336 -0.5835 2.3292
H: -1.5998 0.7324 0.3797
H: -0.1857 2.4998 -0.1019

The calculation puts the HOMO-LUMO gap (alpha / beta) at 7.552 / 7.556 eV. The structure (SMILES) is O=S(=O)=C1NC[C@H]1O. Its spin multiplicity is 1. For the HOMO energy (alpha / beta), the calculation gives -8.7 / -8.7 eV. The LUMO energy (alpha / beta) comes out at -1.1 / -1.1 eV.

***

4) The molecule C3H5NO3S, computed with wB97M-V/def2-TZVPD.

Atoms and positions in Å:
C: 0.4021 1.6389 0.1278
C: -0.3779 -0.2428 -0.5897
C: -1.6759 -0.7073 -0.1494
N: 1.5058 1.0407 0.2453
O: -0.0493 2.7078 0.2897
O: 2.1386 -1.3250 -0.7796
O: 1.1180 -1.2205 1.4632
S: 1.1835 -0.7483 0.1152
H: -0.2173 -0.0663 -1.5764
H: -1.7329 -1.8150 -0.0073
H: -2.3927 -0.5148 -0.9531
H: -1.9844 -0.3086 0.8570
H: 2.0825 1.5613 0.9573

The calculation puts the HOMO-LUMO gap at 9.354 eV. Its spin multiplicity is 1. For the HOMO energy, the calculation gives -9.3 eV. The LUMO energy comes out at 0.0 eV.

***

Which is less stable than every other structure shown? 3) is.